{"formula": "C2H7ClO2Si", "method": "ωB97M-V with the def2-TZVPD basis set", "symbols": ["H", "H", "C", "H", "H", "Cl", "H", "O", "H", "H", "C", "O", "Si"], "positions_angstrom": [[2.702, 1.697, -1.413], [-2.362, -1.410, -1.318], [-1.504, -0.848, -0.933], [-0.790, -1.539, -0.485], [2.683, 1.166, 1.571], [2.663, -1.202, -0.030], [-1.025, -0.322, -1.763], [1.947, 1.603, -0.825], [-1.738, 0.881, 1.860], [-1.115, -0.857, 1.652], [-1.400, 0.089, 1.219], [-1.958, 0.110, -0.005], [1.899, 0.633, 0.470]], "forces_ev_per_angstrom": [[0.011, -0.083, 0.089], [0.112, 0.118, 0.089], [0.025, -0.347, -0.405], [0.015, 0.018, 0.034], [0.495, 0.157, 0.400], [0.315, -0.472, -0.077], [0.028, -0.055, 0.084], [0.030, 0.574, -0.658], [-0.029, 0.200, 0.063], [0.085, -0.215, -0.070], [0.548, 0.120, -0.573], [-0.101, 0.263, 0.595], [-1.534, -0.279, 0.429]], "nbo_charge": [0.509, 0.190, -0.255, 0.185, -0.231, -0.438, 0.195, -1.126, 0.172, 0.154, -0.077, -0.498, 1.220], "e_tot_ha": -980.51594, "e_above_lowest_kcal_mol": 102.96, "lumo_energy_ha": [-0.0129, 0.0257], "molar_mass_g_mol": 126.6, "homo_lumo_gap_ev": [7.1, 8.3], "spin_multiplicity": 1}

***

{"formula": "C2H7EuO3", "method": "ωB97M-V with the def2-TZVPD basis set", "symbols": ["C", "O", "H", "H", "H", "H", "O", "O", "C", "H", "H", "Eu", "H"], "positions_angstrom": [[-0.792, 5.198, -5.274], [-0.609, 5.892, -3.809], [-0.035, 4.555, -5.749], [-2.418, 4.030, -1.938], [-0.472, 6.083, -5.843], [-2.158, 5.842, -1.591], [-1.144, 2.487, -4.832], [-0.851, 4.874, -2.845], [-2.152, 5.023, -2.323], [-1.884, 5.239, -5.417], [-2.908, 5.263, -3.087], [-1.755, 0.332, -4.817], [-0.710, 2.960, -4.095]], "forces_ev_per_angstrom": [[0.368, 4.632, 0.983], [0.084, -2.193, -2.929], [-0.855, -1.058, 1.582], [0.113, 0.434, 0.358], [-0.323, 0.555, 0.216], [-0.166, -0.424, 0.145], [0.014, -1.249, 0.814], [0.153, -0.328, -0.135], [-0.360, 0.208, -0.275], [0.698, -1.379, 0.013], [0.400, -0.073, -0.079], [0.261, 1.005, -0.084], [-0.386, -0.130, -0.610]], "mulliken_spin": [-0.006, -0.001, 0.001, 0.003, 0.000, 0.001, -0.052, -0.002, -0.003, 0.002, 0.000, 8.049, 0.007], "e_tot_ha": -1016.20049, "e_above_lowest_kcal_mol": 97.38, "lumo_energy_ha": [0.0043, 0.0000], "molar_mass_g_mol": 231.0, "homo_lumo_gap_ev": [5.5, 9.4], "spin_multiplicity": 9}

***

{"formula": "C2H7FeO3", "method": "ωB97M-V with the def2-TZVPD basis set", "symbols": ["O", "C", "H", "C", "H", "H", "H", "H", "Fe", "H", "H", "O", "O"], "positions_angstrom": [[-2.267, -0.874, 0.499], [0.977, -0.916, -0.423], [1.869, -0.577, -0.981], [0.640, 1.208, 0.564], [1.132, -1.957, -0.114], [-0.359, 1.389, 0.136], [1.408, 1.655, -0.089], [-1.665, -0.762, -0.274], [-3.047, 0.288, 1.636], [0.652, 1.677, 1.555], [-0.077, -0.095, -1.912], [-0.141, -0.866, -1.342], [0.878, -0.170, 0.746]], "forces_ev_per_angstrom": [[0.231, 0.368, -0.549], [0.567, 0.196, -0.818], [-0.175, -0.064, 0.021], [-0.166, 0.127, -0.095], [-0.401, 0.331, -0.161], [0.248, -0.046, -0.015], [-0.150, 0.017, 0.181], [-0.512, -0.288, 0.798], [0.100, -0.182, -0.127], [0.187, -0.130, -0.276], [0.219, 0.054, 0.028], [0.415, -0.162, 1.005], [-0.564, -0.222, 0.009]], "nbo_charge": [-1.303, 0.226, 0.127, -0.266, 0.186, 0.168, 0.166, 0.499, 0.784, 0.204, 0.478, -0.743, -0.525], "e_tot_ha": -1569.70961, "e_above_lowest_kcal_mol": 0.00, "lumo_energy_ha": [0.0216, -0.0213], "molar_mass_g_mol": 134.9, "homo_lumo_gap_ev": [7.6, 9.0], "spin_multiplicity": 6}

***

{"formula": "C2H7IN", "method": "ωB97M-V with the def2-TZVPD basis set", "symbols": ["H", "C", "H", "I", "H", "N", "H", "C", "H", "H", "H"], "positions_angstrom": [[3.942, 0.664, -1.267], [-0.670, 0.223, -0.489], [-0.716, 0.208, -1.581], [3.408, 0.045, 0.018], [-1.953, -1.185, 0.347], [-0.051, 1.188, 0.078], [0.598, 1.836, -0.529], [-0.955, -1.114, 0.102], [0.073, 1.315, 1.048], [-0.832, -1.807, -0.739], [-0.245, -1.259, 0.889]], "forces_ev_per_angstrom": [[0.721, 0.835, -1.742], [1.153, -1.187, -0.771], [-0.066, 0.729, 0.209], [-0.694, -0.827, 1.736], [-2.274, -0.347, 1.114], [1.544, 1.716, -3.093], [-2.147, -1.222, 1.450], [1.338, 1.208, -1.352], [0.186, -0.344, 1.422], [0.261, -0.043, 0.354], [-0.021, -0.517, 0.673]], "nbo_charge": [0.110, 0.349, 0.228, -0.099, 0.279, -0.609, 0.465, -0.688, 0.435, 0.275, 0.255], "e_tot_ha": -432.55391, "e_above_lowest_kcal_mol": 11.18, "lumo_energy_ha": -0.1921, "molar_mass_g_mol": 172.0, "homo_lumo_gap_ev": 8.5, "spin_multiplicity": 1, "total_charge": 1}

***

{"formula": "C2H7IN3", "method": "ωB97M-V with the def2-TZVPD basis set", "symbols": ["I", "H", "H", "N", "H", "N", "H", "H", "H", "C", "C", "H", "N"], "positions_angstrom": [[2.988, -0.367, -0.172], [1.604, 2.467, -0.055], [0.105, -1.735, -1.104], [-1.426, -0.934, 0.156], [-1.421, 0.285, 0.132], [0.801, -0.080, -0.044], [-1.722, -1.257, 1.079], [-2.046, -1.341, -0.546], [0.374, -2.006, 0.633], [0.000, -1.290, -0.106], [0.164, 1.017, -0.010], [-0.035, 3.005, 0.052], [0.614, 2.237, -0.014]], "forces_ev_per_angstrom": [[-1.512, 0.184, 0.071], [-0.037, -0.019, -0.003], [-0.249, 0.051, 0.258], [-0.303, 0.665, 0.092], [1.405, -1.577, -0.199], [1.628, -0.325, -0.007], [-0.012, 0.082, -0.163], [0.064, 0.123, 0.146], [-0.289, 0.130, -0.112], [0.329, -0.852, -0.228], [-1.885, 1.305, 0.178], [0.119, -0.101, -0.031], [0.744, 0.332, 0.000]], "nbo_charge": [0.282, 0.402, 0.221, -0.757, 0.419, -0.511, 0.437, 0.440, 0.227, -0.055, 0.224, 0.424, -0.752], "e_tot_ha": -542.05556, "e_above_lowest_kcal_mol": 31.55, "lumo_energy_ha": -0.1834, "molar_mass_g_mol": 200.0, "homo_lumo_gap_ev": 8.3, "spin_multiplicity": 1, "total_charge": 1}

***

{"formula": "C2H7N", "method": "ωB97M-V with the def2-TZVPD basis set", "symbols": ["H", "H", "C", "H", "H", "H", "H", "H", "N", "C"], "positions_angstrom": [[-0.431, -0.978, 2.317], [0.124, 1.009, -2.234], [0.865, 1.783, -2.456], [-1.999, -1.770, 2.384], [1.042, 1.819, -3.536], [1.192, 2.387, -0.705], [-0.543, -2.723, 2.724], [-0.760, -2.161, 1.067], [1.464, 2.560, -1.673], [-0.953, -1.925, 2.111]], "forces_ev_per_angstrom": [[-0.035, -0.389, 0.098], [0.032, 0.086, 0.639], [-0.349, -0.489, -1.075], [0.057, -0.209, -0.443], [0.272, 0.345, 0.174], [-0.032, 0.026, -0.007], [0.079, 0.046, 0.096], [-0.467, -0.064, -0.043], [0.076, 0.031, 0.270], [0.367, 0.617, 0.289]], "nbo_charge": [0.210, 0.140, -0.037, 0.215, 0.151, 0.331, 0.214, 0.213, -0.585, -0.851], "e_tot_ha": -135.11164, "e_above_lowest_kcal_mol": 20.93, "lumo_energy_ha": 0.0306, "molar_mass_g_mol": 45.1, "homo_lumo_gap_ev": 11.1, "smiles": "C=N.C", "spin_multiplicity": 1}

***

{"formula": "C2H7N", "method": "ωB97M-V with the def2-TZVPD basis set", "symbols": ["H", "C", "N", "H", "H", "H", "C", "H", "H", "H"], "positions_angstrom": [[0.824, -1.246, -0.747], [1.073, 0.624, 0.347], [-0.989, -0.842, -0.009], [-1.169, -0.668, 0.983], [-1.978, 2.492, -0.618], [-1.720, 1.806, -0.693], [0.240, -0.465, -0.263], [0.492, 0.795, -0.684], [2.136, 0.593, 0.153], [0.713, 1.069, 1.262]], "forces_ev_per_angstrom": [[0.065, 0.870, -1.690], [-1.472, -1.505, -1.845], [1.782, -0.319, 0.308], [-0.803, 1.159, -0.328], [-0.041, 0.226, 0.012], [0.013, -0.236, -0.008], [-0.464, -3.788, 3.347], [1.297, 3.175, 0.535], [-0.074, -0.098, -0.023], [-0.303, 0.517, -0.308]], "nbo_charge": [0.209, -0.600, -0.708, 0.330, -0.001, -0.003, 0.018, 0.294, 0.230, 0.231], "e_tot_ha": -134.99734, "e_above_lowest_kcal_mol": 92.65, "lumo_energy_ha": 0.0346, "molar_mass_g_mol": 45.1, "homo_lumo_gap_ev": 10.2, "spin_multiplicity": 1}

***

{"formula": "C2H7N", "method": "ωB97M-V with the def2-TZVPD basis set", "symbols": ["N", "C", "H", "H", "C", "H", "H", "H", "H", "H"], "positions_angstrom": [[3.361, -1.492, -3.302], [3.290, -0.216, -3.678], [-3.381, 0.044, 2.614], [3.044, 0.537, -3.020], [-3.573, 0.563, 3.591], [4.098, -1.833, -3.848], [-2.613, 0.536, 4.233], [-3.906, 1.673, 3.637], [3.843, 0.214, -4.525], [-4.163, -0.024, 4.298]], "forces_ev_per_angstrom": [[-0.923, 4.900, 0.329], [2.285, -4.042, 0.070], [-0.484, 0.921, 0.951], [-2.083, 1.297, 1.494], [1.689, 0.910, 1.874], [0.728, -1.590, -1.736], [-0.897, 0.265, -1.454], [0.399, -2.074, -0.703], [-0.007, -0.565, -0.157], [-0.707, -0.023, -0.668]], "nbo_charge": [-0.572, -0.051, 0.226, 0.160, -0.877, 0.325, 0.212, 0.223, 0.138, 0.216], "e_tot_ha": -135.07498, "e_above_lowest_kcal_mol": 43.93, "lumo_energy_ha": 0.0328, "molar_mass_g_mol": 45.1, "homo_lumo_gap_ev": 11.3, "smiles": "C=N.C", "spin_multiplicity": 1}

***

{"formula": "C2H7N2", "method": "ωB97M-V with the def2-TZVPD basis set", "symbols": ["H", "N", "H", "H", "H", "N", "H", "C", "C", "H", "H"], "positions_angstrom": [[-1.850, 0.106, 1.476], [-0.846, -0.084, 1.463], [0.581, -1.404, -0.344], [-0.676, -1.078, 1.561], [-0.451, 0.352, 2.303], [0.933, 0.037, -1.780], [0.797, 0.976, -2.113], [-0.228, 0.450, 0.238], [0.460, -0.354, -0.591], [1.547, -0.525, -2.342], [-0.267, 1.522, 0.128]], "forces_ev_per_angstrom": [[-0.073, -0.263, 0.026], [0.326, 0.681, 0.159], [0.098, -0.036, -0.107], [-0.173, -0.393, -0.075], [-0.034, 0.023, -0.032], [0.361, 0.165, -0.377], [-0.024, 0.036, 0.112], [0.481, 0.041, -0.127], [-0.616, -0.018, 0.157], [-0.040, -0.217, 0.188], [-0.305, -0.020, 0.078]], "nbo_charge": [0.443, -0.657, 0.210, 0.442, 0.439, -0.752, 0.408, -0.260, 0.076, 0.421, 0.230], "e_tot_ha": -189.64523, "e_above_lowest_kcal_mol": 22.05, "lumo_energy_ha": -0.1340, "molar_mass_g_mol": 59.1, "homo_lumo_gap_ev": 9.6, "smiles": "N/C=C/[NH3+]", "spin_multiplicity": 1, "total_charge": 1}

***

{"formula": "C2H7N2", "method": "ωB97M-V with the def2-TZVPD basis set", "symbols": ["C", "H", "N", "N", "H", "H", "H", "H", "H", "H", "C"], "positions_angstrom": [[1.652, -0.924, -0.232], [-1.708, 0.898, 1.154], [0.315, -0.346, 0.351], [-1.573, 1.003, 0.225], [-2.273, 1.432, -0.402], [2.181, -1.590, 0.592], [1.364, -1.706, -0.983], [-0.222, 0.527, -1.447], [2.306, -0.147, -0.677], [0.168, -0.613, 1.263], [-0.487, 0.357, -0.356]], "forces_ev_per_angstrom": [[-0.616, -1.968, 0.976], [-0.897, -0.240, 3.456], [3.616, -0.953, -2.972], [2.419, -0.865, -6.113], [0.659, -0.372, 0.922], [-1.083, 1.979, -1.454], [0.214, 0.994, 0.394], [-0.666, -0.188, 1.505], [-0.575, -0.422, 0.601], [-0.757, -0.317, 2.478], [-2.315, 2.350, 0.206]], "nbo_charge": [-0.444, 0.407, -0.493, -0.725, 0.444, 0.261, 0.238, 0.247, 0.247, 0.422, 0.396], "e_tot_ha": -189.64944, "e_above_lowest_kcal_mol": 19.41, "lumo_energy_ha": -0.1468, "molar_mass_g_mol": 59.1, "homo_lumo_gap_ev": 11.7, "smiles": "CNC=[NH2+]", "spin_multiplicity": 1, "total_charge": 1}